C25H35N5O3 in the gas phase, computed with the ωB97M-V functional and the def2-TZVPD basis.

Each line ends with the Mulliken charge.
Positions of all 68 atoms, in Å:
H 3.33046 2.99565 -1.29488  0.407
H 0.02366 -0.25829 1.51568  0.206
H -4.55391 1.63506 2.79676  0.248
H 4.67788 1.73758 1.93785  0.476
H -3.50035 2.41104 -0.62655  0.539
C -0.59586 -2.96397 -0.26526  -0.451
H -0.15792 1.46475 -2.58482  0.442
H -6.02240 -1.35431 -0.90754  0.318
H -5.72463 0.61153 3.63826  0.436
H 1.54110 1.38436 -3.10556  0.227
C -0.41215 1.47145 0.32627  -0.553
C 5.04612 -0.35656 0.03870  -0.837
C -1.42639 2.21621 -0.26017  -0.413
H -1.18312 3.12986 -0.77883  0.563
H -4.75958 0.79616 -1.37211  0.441
C -6.44210 -0.36284 -0.75708  -1.566
H -5.79099 -0.91872 1.64932  0.506
H 4.40968 0.93241 -1.59407  0.501
H -7.17620 -0.40790 0.04290  0.371
H 4.24542 -0.43081 2.71732  0.405
C -0.75242 0.32544 1.04161  -0.249
C -3.09175 0.62798 0.51148  0.167
H 3.49243 3.66503 0.32773  0.305
H 1.59614 1.02575 0.34585  -0.210
C 3.05890 2.83334 -0.24834  -1.036
H 0.31672 0.39153 -3.93436  0.428
C -5.32760 0.63643 -0.45268  -0.625
C 0.33336 -2.03785 -0.70979  -0.458
H 4.10921 -2.67358 1.81058  0.345
C 3.56745 -0.14402 1.89417  -0.989
H 5.35312 -1.02658 -0.76532  0.430
C -4.94531 -0.24973 1.81635  -0.655
H -6.20448 1.48471 2.18370  0.275
C 2.28488 -2.75335 0.66364  0.737
O 0.95669 3.98815 -0.43160  -0.686
C -1.34575 -1.04789 -2.13106  -0.484
H -0.29148 -3.70025 0.45989  0.529
H 2.54808 -0.39486 2.20044  0.442
H -3.28289 -1.93515 -2.03366  0.432
H -2.61472 -3.64945 -0.38600  0.408
N -4.39180 0.12961 0.53179  0.599
H 2.20100 -1.21876 -0.62765  -0.008
C -2.26925 -1.97236 -1.66558  -0.398
H -6.95651 -0.06072 -1.66610  0.446
H 5.88857 -0.26914 0.74550  0.415
C -1.89582 -2.92838 -0.74314  -0.909
C -2.06115 -0.08655 1.13387  -0.751
H 2.92652 1.92066 2.13243  0.394
H 5.55495 1.70126 -0.46699  0.336
C 3.74707 -2.30974 0.83742  -0.959
H -5.77490 1.59798 -0.15590  0.417
H -1.65655 -0.30856 -2.85144  0.401
H 4.32454 -2.81331 0.05708  0.396
O 1.81243 -3.69040 1.26967  -0.692
C 0.62690 0.80830 -2.97076  -1.084
C -5.38776 0.94917 2.66158  -1.117
N 3.52919 1.53406 0.17124  0.549
N 0.94435 1.79003 0.19824  0.368
C 1.52576 2.94764 -0.17157  0.630
N 1.65186 -1.98729 -0.25277  0.103
C 4.68468 1.02604 -0.54043  -1.202
C 3.69723 1.36106 1.60093  -0.791
H -2.27856 -0.99862 1.66601  0.280
H -4.18982 -0.80873 2.36813  0.326
N 3.85818 -0.87863 0.67726  0.372
C -0.04453 -1.07025 -1.66227  1.275
O 0.94870 -0.20636 -2.05087  -0.413
C -2.74041 1.79850 -0.16739  -0.356

Forces on atoms 1 to 6 (eV/Å):
0.0 0.0 0.0
0.1 -0.1 0.0
0.1 0.1 0.0
-0.1 0.0 0.0
-0.1 0.0 0.0
0.1 0.0 0.1

Computed properties:
HOMO   -7.243 eV
HOMO-LUMO gap   0.2908 Ha
SMILES string   CCN(CC)c1ccc(NC(=O)CN2CCN(CC(=O)Nc3ccccc3OC)CC2)cc1
ΔE to the lowest compared entry with this formula, charge and spin   78.2 kcal/mol